2 unconnected molecules or ions with the total composition C3H9Br2N3. Source: the OMol25 dataset; level of theory: ωB97M-V/def2-TZVPD.

Structure (XYZ):
```
17
Properties=species:S:1:pos:R:3
C -1.337 0.618 -0.202
C -0.107 0.432 -0.944
C 1.210 -0.457 0.644
N -2.225 -0.314 -0.453
N -1.659 1.708 0.482
N 2.442 -1.118 -0.104
Br 0.106 -1.501 1.575
Br 1.921 1.240 1.475
H -0.287 -0.384 -1.702
H 0.348 1.347 -1.294
H -1.876 -1.152 -0.778
H -3.163 -0.374 -0.077
H -0.808 2.207 0.773
H -2.349 1.776 1.234
H 3.058 -1.487 0.643
H 2.021 -2.066 -0.374
H 2.705 -0.474 -0.898
```

Calculated values
**M**: 246.934 g/mol
**Charge**: +2
**HOMO**: -0.6625 Ha
**Gap between HOMO and LUMO**: 8.79 eV

***

2 unconnected molecules or ions with the total composition C3H9BrN. Source: the OMol25 dataset; level of theory: ωB97M-V/def2-TZVPD.

Structure (XYZ):
```
14
Properties=species:S:1:pos:R:3
C -0.189 -0.493 -1.288
C -0.474 -0.147 1.168
C -0.992 0.057 -0.163
N -1.939 1.015 -0.312
Br 4.613 -0.565 0.200
H 0.929 -0.663 -1.073
H -0.460 0.108 -2.067
H -0.502 -1.446 -1.693
H 0.457 0.563 1.247
H -0.039 -1.144 1.311
H -1.144 0.179 1.883
H -2.410 1.408 0.521
H 4.416 -0.205 1.569
H -2.266 1.332 -1.302
```

Calculated values
**M**: 139.016 g/mol
**Charge**: +1
**HOMO**: -0.5000 Ha
**Gap between HOMO and LUMO**: 8.60 eV

***

2 unconnected molecules or ions with the total composition C3H9Cl2N2. Source: the OMol25 dataset; level of theory: ωB97M-V/def2-TZVPD.

Structure (XYZ):
```
16
Properties=species:S:1:pos:R:3
C 3.287 2.381 -0.349
C -1.047 -1.195 0.953
C 2.341 0.341 0.699
N 3.171 0.939 -0.132
N -1.889 -2.079 1.909
Cl 2.228 -1.271 0.603
Cl 1.277 1.171 1.676
H 4.406 2.670 -0.399
H 2.928 2.732 -1.404
H 2.870 3.031 0.493
H -1.201 -1.684 -0.024
H -1.657 -0.136 1.013
H 3.897 0.361 -0.670
H -1.642 -3.055 1.958
H -2.967 -2.107 1.601
H -1.953 -1.611 2.793
```

Calculated values
**M**: 144.025 g/mol
**Multiplicity**: 3
**Charge**: +1
**HOMO (alpha / beta)**: -0.3154 / -0.4653 Ha
**Gap between HOMO and LUMO (alpha / beta)**: 4.47 / 6.58 eV

***

C3H9ClN2O in the gas phase. Source: the OMol25 dataset; level of theory: ωB97M-V/def2-TZVPD.

Structure (XYZ):
```
16
Properties=species:S:1:pos:R:3
N 2.719 -0.698 -0.504
C 1.511 -1.013 0.247
C 0.244 -0.324 -0.081
Cl 0.558 1.502 0.094
C -0.917 -0.696 0.769
O -2.090 0.023 0.417
N -2.478 -0.383 -0.862
H 3.149 0.369 -0.286
H 2.483 -0.630 -1.322
H 1.581 -0.814 1.376
H 1.126 -2.167 0.081
H 0.172 -0.274 -0.992
H -1.044 -1.725 0.430
H -0.706 -0.656 1.970
H -2.814 0.610 -1.447
H -3.427 -0.660 -0.783
```

Calculated values
**M**: 124.571 g/mol
**Charge**: 0
**HOMO**: -0.3565 Ha
**Structure (SMILES)**: NC[C@H](Cl)CON
**Gap between HOMO and LUMO**: 10.52 eV

***

2 unconnected molecules or ions with the total composition C3H9ClNO. Source: the OMol25 dataset; level of theory: ωB97M-V/def2-TZVPD.

Structure (XYZ):
```
15
Properties=species:S:1:pos:R:3
C 2.010 -1.747 -0.180
C -1.623 0.005 0.153
C 1.184 0.464 0.317
N -1.973 1.363 -0.263
O 1.570 -0.439 -0.585
Cl 1.166 2.114 -0.063
H 2.865 -1.873 -0.809
H 1.395 -2.688 -0.402
H 2.259 -1.703 0.844
H -1.891 -0.667 -0.660
H -1.964 -0.107 1.181
H 1.129 0.095 1.357
H -1.384 1.883 0.503
H -3.000 1.718 -0.147
H -1.742 1.583 -1.247
```

Calculated values
**M**: 110.564 g/mol
**Charge**: +1
**HOMO (alpha / beta)**: -0.4707 / -0.4240 Ha
**Gap between HOMO and LUMO (alpha / beta)**: 8.80 / 6.71 eV

***

2 unconnected molecules or ions with the total composition C3H9ClNO2P. Source: the OMol25 dataset; level of theory: ωB97M-V/def2-TZVPD.

Structure (XYZ):
```
17
Properties=species:S:1:pos:R:3
C 1.997 -1.480 0.776
C -3.017 1.226 -1.484
C 0.283 1.066 1.399
N 2.526 -2.639 1.217
O -2.358 0.040 -1.054
O -0.796 0.345 0.839
P -0.748 -0.226 -0.781
Cl -0.874 -2.202 -0.724
H 2.030 -1.643 -0.271
H -4.112 1.225 -1.307
H -2.825 1.429 -2.602
H -2.693 2.186 -0.984
H -0.051 1.212 2.455
H 0.419 1.970 0.760
H 1.143 0.534 1.572
H 2.933 -3.372 0.631
H 2.615 -2.817 2.215
```

Calculated values
**M**: 157.537 g/mol
**Charge**: 0
**HOMO**: -0.3210 Ha
**Gap between HOMO and LUMO**: 9.50 eV

***

Number 1: maximum force 5.6 eV/A, E_tot -5431.27601 a.u.. Number 2: maximum force 3.2 eV/A, E_tot -2748.19309 a.u.. Number 3: maximum force 4.9 eV/A, E_tot -1149.13895 a.u.. Number 4: maximum force 12.9 eV/A, E_tot -764.45549 a.u.. Number 5: maximum force 3.3 eV/A, E_tot -709.47063 a.u.. Number 6: maximum force 3.9 eV/A, E_tot -1126.40717 a.u..